Record 1
Here is C20H17BrN7O8P2Pd as an isolated structure from OMol25. Energies are from ωB97M-V with the def2-TZVPD basis set.

Total charge: -1
Total energy (Eh): -5142.380289
Strongest force on any atom (eV/A): 0.68
HOMO-LUMO gap (eV): 7.0421
Relative energy (zero: lowest compared OMol25 entry of this formula, charge and spin) (kcal/mol): 30.05
HOMO (Eh): -0.196

The geometry in XYZ format:
```
56
Properties=species:S:1:pos:R:3:forces:R:3:mulliken_charge:R:1
Pd 0.2215 0.2558 -2.1604 -0.51 -0.22 -0.39 0.651
N 3.1760 -2.7948 -3.7410 -0.02 0.01 0.03 -0.321
C 2.2322 -1.7077 -4.2181 0.01 0.06 0.03 0.703
C 2.2658 -1.5902 -5.7294 0.02 0.02 -0.02 -1.992
P 0.5575 -2.3236 -3.6505 -0.21 0.27 -0.18 0.972
O 0.9086 -2.8766 -2.1988 -0.11 -0.02 0.21 -0.568
O 0.2536 -3.4369 -4.5708 0.05 -0.03 0.03 -0.791
O -0.3274 -1.0862 -3.5705 0.18 -0.23 0.02 -0.661
P 2.8078 -0.2211 -3.3003 0.29 -0.01 0.55 1.321
O 4.1846 0.2029 -4.0568 -0.16 0.06 -0.25 -0.617
O 3.2090 -0.7622 -1.9729 0.06 0.03 -0.11 -0.863
O 1.8140 0.9040 -3.4900 0.17 -0.04 0.08 -0.801
H 4.0911 -2.7194 -4.1829 0.00 0.00 0.00 0.329
H 2.7636 -3.7144 -3.9169 -0.01 -0.01 0.00 0.342
H 3.2728 -2.6102 -2.7237 0.01 -0.04 -0.03 0.388
H 1.9128 -2.5103 -6.1951 0.00 0.00 0.00 0.446
H 3.2680 -1.3405 -6.0898 0.00 0.00 0.01 0.452
H 1.5879 -0.7892 -6.0251 0.00 -0.01 0.00 0.417
H 0.5441 -2.3437 -1.4476 0.07 0.03 -0.09 0.560
H 4.0326 0.9242 -4.6786 -0.02 -0.01 0.00 0.309
Br -4.7200 -1.2512 6.6802 0.00 0.00 0.00 -0.195
C -3.1513 -0.3042 6.1904 0.01 0.00 0.00 0.107
C -1.9842 -0.5088 6.9049 0.00 0.00 0.00 -0.513
C -0.8425 0.1959 6.5527 0.00 0.01 -0.01 -0.262
C -0.8651 1.0675 5.4731 -0.02 0.01 0.00 -0.035
C -2.0508 1.2787 4.7752 -0.02 0.00 0.01 0.215
C -3.1978 0.5920 5.1331 0.00 0.01 -0.01 -0.590
N 0.3007 1.8591 5.2144 0.03 -0.01 -0.01 -0.798
N 0.8382 1.9117 4.0951 -0.01 -0.01 0.01 -0.177
C 0.4871 1.0987 2.9930 0.03 0.06 -0.03 -0.166
C 0.0621 -0.2196 3.0427 0.01 -0.05 -0.01 -0.377
C -0.1527 -0.9779 1.8999 -0.01 -0.03 0.06 -0.956
C 0.0179 -0.4417 0.6187 -0.06 -0.06 0.10 1.165
O -0.2042 -1.0945 -0.4609 0.04 0.00 -0.16 -0.922
C 0.4821 0.9207 0.5620 0.11 0.17 0.02 -0.042
N 0.6947 1.4506 -0.6788 0.13 -0.04 -0.09 -0.012
C 1.1964 2.6511 -0.8317 -0.09 -0.01 0.03 -0.325
C 1.5127 3.4491 0.2786 0.00 0.02 -0.02 -0.938
C 1.2862 2.9711 1.5367 0.00 0.03 0.01 -0.307
C 0.7574 1.6718 1.7177 -0.03 -0.06 0.01 0.796
H -1.9686 -1.2023 7.7342 0.00 0.00 0.00 0.407
H 0.0768 0.0682 7.1098 0.00 0.00 0.00 0.394
H -2.0700 1.9695 3.9421 0.00 0.00 0.01 0.398
H -4.1193 0.7459 4.5891 0.00 0.00 0.00 0.424
H -0.0835 -0.6967 4.0016 0.00 -0.01 0.00 0.392
H -0.4698 -2.0090 1.9791 0.00 0.00 0.00 0.455
H 1.3490 2.9783 -1.8511 0.01 0.01 0.00 0.561
H 1.9284 4.4337 0.1177 0.00 0.00 0.01 0.382
H 1.5138 3.5638 2.4115 0.00 0.00 0.00 0.495
O -2.0027 0.9849 -2.0671 0.23 0.10 0.13 -0.517
N -2.8595 0.0551 -2.0245 -0.10 0.03 0.02 -0.065
C -4.1217 0.4497 -1.9836 -0.04 -0.05 -0.02 0.379
C -5.1373 -0.5503 -1.9265 0.03 -0.02 0.06 0.099
N -5.9731 -1.3406 -1.8619 -0.02 0.02 -0.03 -0.526
C -4.4971 1.8304 -1.9804 0.01 0.01 0.02 0.305
N -4.8085 2.9393 -1.9678 -0.01 0.00 -0.01 -0.526
```
Positions in Å, forces in eV/Å.

=====

Record 2
Here is C20H17CeN3O5S as an isolated structure from OMol25. Energies are from ωB97M-V with the def2-TZVPD basis set.

Total charge: +2
Total energy (Eh): -2185.568283
Strongest force on any atom (eV/A): 2.25
HOMO-LUMO gap (eV): 6.2364
Relative energy (zero: lowest compared OMol25 entry of this formula, charge and spin) (kcal/mol): 24.10
HOMO (Eh): -0.538

The geometry in XYZ format:
```
47
Properties=species:S:1:pos:R:3:forces:R:3:mulliken_charge:R:1
Ce -2.3988 -0.1864 0.4038 -1.81 1.03 -0.84 1.545
O 0.5416 -0.2922 -2.1453 -0.13 0.14 -0.24 -0.445
C -0.3506 -0.4058 -1.1227 -0.14 -0.15 -0.11 -0.104
O -1.6425 0.1661 -1.4758 -0.02 -0.42 0.84 -0.582
C -0.5273 -1.9762 -0.9078 0.17 0.06 -0.14 -0.535
C -1.7026 -2.4535 -1.7794 -0.08 0.14 0.24 -0.325
C -1.6350 -3.9345 -2.0864 -0.01 -0.04 -0.07 -0.934
C -2.0442 -4.5761 -0.7477 -0.01 -0.08 -0.01 -1.014
C -2.2390 -3.3700 0.1411 -0.06 0.28 -0.10 0.160
O -2.8007 -2.3325 -0.7697 0.33 -0.38 -0.08 -0.631
C -0.9111 -2.6788 0.4986 0.15 -0.16 0.16 -0.660
C -1.0611 -1.8409 1.7839 -0.14 -0.36 0.30 0.347
O -0.1627 -1.4627 2.4578 -0.06 -0.23 0.38 -0.446
O -2.4003 -1.4538 2.0231 1.17 0.13 -0.46 -0.530
H 0.4226 -2.3691 -1.2637 0.04 -0.11 0.20 1.006
H -1.9221 -1.8103 -2.6221 -0.04 0.03 0.01 0.909
H -0.6331 -4.2109 -2.4121 -0.01 -0.01 -0.01 0.376
H -2.3286 -4.1927 -2.8826 0.00 0.01 0.00 0.395
H -1.2949 -5.2505 -0.3356 0.00 0.01 -0.01 0.369
H -2.9767 -5.1277 -0.8391 0.00 -0.01 0.01 0.392
H -2.9106 -3.5133 0.9790 -0.04 0.03 0.00 0.775
H -0.1344 -3.3916 0.7753 0.12 0.05 -0.22 0.865
N 1.1347 2.3299 -0.0127 0.36 -0.10 -0.38 -0.156
C 2.1754 2.3394 -1.0164 -0.29 -0.13 0.21 0.758
C 3.3461 2.9639 -0.6233 0.17 -0.03 -0.09 -0.752
C 4.3966 3.0984 -1.5224 -0.04 0.00 0.06 -0.696
C 4.2779 2.6013 -2.8092 -0.06 -0.06 -0.02 -0.722
C 3.1052 1.9673 -3.1940 0.09 0.00 0.02 -0.373
C 2.0346 1.8386 -2.3107 0.16 0.21 -0.06 0.368
S 0.5338 1.2195 -2.9397 -0.01 -0.16 0.17 -0.174
N -0.1119 0.2329 0.1467 0.10 0.52 -0.23 0.032
C 0.2839 1.4413 0.4781 0.05 -0.18 0.66 1.089
C -0.2896 1.8543 1.8170 0.18 -0.07 -0.25 0.091
C 0.5125 2.3189 2.8366 -0.17 0.10 0.11 -0.609
C -0.0798 2.5804 4.0696 0.06 0.00 0.01 -0.594
C -1.4385 2.3725 4.2271 -0.02 0.02 -0.05 -0.756
C -2.1647 1.8876 3.1532 -0.02 0.07 -0.03 0.012
N -1.6066 1.6246 1.9646 0.12 -0.17 0.04 -0.304
H 1.2173 3.1433 0.5828 -0.07 0.03 -0.04 0.376
H 3.4497 3.3490 0.3843 -0.01 0.00 0.00 0.347
H 5.3056 3.5921 -1.2073 0.00 0.00 0.00 0.415
H 5.0911 2.7011 -3.5145 0.01 0.01 0.02 0.421
H 3.0020 1.5720 -4.1957 -0.03 0.01 0.00 0.477
H 1.5785 2.4382 2.6968 -0.01 0.00 0.00 0.478
H 0.5218 2.9273 4.8992 0.00 0.00 -0.01 0.478
H -1.9349 2.5628 5.1677 0.01 0.01 0.00 0.438
H -3.2288 1.7069 3.2493 0.00 -0.04 0.00 0.423
```
Positions in Å, forces in eV/Å.

=====

Record 3
Here is C20H17ClFO2PPd as an isolated structure from OMol25. Energies are from ωB97M-V with the def2-TZVPD basis set.

Total charge: 0
Total energy (Eh): -1952.091196
<S²>: 2.007
2S+1: 3
Strongest force on any atom (eV/A): 1.03
HOMO-LUMO gap (alpha / beta) (eV): 8.6096 / 8.0670
Relative energy (zero: lowest compared OMol25 entry of this formula, charge and spin) (kcal/mol): 5.47
HOMO (alpha / beta) (Eh): -0.310 / -0.341

The geometry in XYZ format:
```
43
Properties=species:S:1:pos:R:3:forces:R:3:mulliken_charge:R:1
Pd -0.4557 -2.6046 0.6085 -0.80 -0.51 0.23 -0.251
Cl 1.9706 -2.7059 1.4247 0.29 -0.33 0.09 -0.092
C 2.6447 -1.1374 1.1226 -0.03 0.56 -0.09 0.290
C 3.9947 -0.9546 1.3835 -0.01 -0.17 0.03 -0.593
C 4.5677 0.2908 1.1978 -0.08 -0.01 -0.02 -0.479
C 3.7933 1.3496 0.7515 0.03 0.09 -0.03 -0.733
C 2.4483 1.1611 0.4889 0.02 -0.08 0.07 -0.330
C 1.8500 -0.0873 0.6583 -0.16 -0.21 0.13 -0.472
P 0.0830 -0.3374 0.2323 0.52 0.20 -0.86 2.189
C -0.6071 1.3212 0.5325 -0.29 -0.33 0.22 0.160
C -0.8721 1.6787 1.8542 0.02 -0.07 -0.01 -0.444
C -1.3941 2.9274 2.1428 -0.01 0.05 0.05 -0.634
C -1.6683 3.8189 1.1149 0.04 -0.01 -0.01 -0.466
C -1.4188 3.4601 -0.2007 -0.03 0.10 0.01 -0.697
C -0.8956 2.2115 -0.4967 0.07 -0.16 -0.04 -0.024
C 0.1208 -0.5255 -1.5911 -0.08 0.03 0.16 0.540
C 1.2096 -0.1600 -2.3777 -0.06 0.00 0.09 -0.147
C 1.2061 -0.4343 -3.7360 0.08 0.05 -0.01 -0.669
C 0.1149 -1.0580 -4.3177 -0.01 0.00 -0.01 -0.519
C -0.9807 -1.4045 -3.5427 -0.04 0.00 -0.04 -0.754
C -0.9798 -1.1540 -2.1818 0.02 0.15 0.06 -0.297
H 4.5909 -1.7868 1.7277 -0.01 -0.05 0.05 0.448
H 5.6170 0.4343 1.4120 0.05 -0.02 -0.01 0.390
H 4.2392 2.3222 0.6026 0.01 0.06 0.02 0.405
H 1.8427 1.9913 0.1509 0.01 0.03 -0.02 0.453
H -0.6764 0.9688 2.6499 -0.01 0.02 0.03 0.414
H -1.5964 3.2089 3.1673 0.00 -0.03 0.03 0.402
H -2.0811 4.7924 1.3405 -0.01 0.03 0.01 0.385
H -1.6343 4.1570 -0.9990 -0.01 -0.01 -0.04 0.409
H -0.7114 1.9235 -1.5232 0.00 0.02 -0.03 0.392
H 2.0647 0.3284 -1.9307 0.05 -0.04 -0.02 0.342
H 2.0649 -0.1677 -4.3368 0.02 0.02 -0.03 0.407
H 0.1234 -1.2829 -5.3750 -0.01 0.00 -0.05 0.377
H -1.8326 -1.8902 -3.9957 -0.04 -0.05 0.00 0.409
H -1.8300 -1.4543 -1.5785 0.04 -0.01 -0.01 0.302
C -4.1754 -2.0833 2.3458 0.17 0.00 -0.08 -1.132
C -2.8238 -2.2790 1.6993 -0.34 0.14 0.16 1.303
O -1.7913 -2.3289 2.4204 0.46 0.12 -0.06 -0.753
O -2.7557 -2.3866 0.4482 0.39 -0.10 -0.32 -0.703
H -4.0661 -1.6265 3.3257 0.00 -0.02 0.02 0.319
H -4.6553 -3.0551 2.4571 -0.01 -0.03 0.01 0.318
H -4.7981 -1.4691 1.6997 -0.04 0.00 0.01 0.312
F 0.1536 -3.9722 -0.7764 -0.18 0.54 0.37 -0.778
```
Positions in Å, forces in eV/Å.

=====

Record 4
Here is one molecule with the formula C20H17FN4O4S from OMol25. Energies are from ωB97M-V with the def2-TZVPD basis set.

Total charge: 0
Total energy (Eh): -1790.365944
Strongest force on any atom (eV/A): 1.06
SMILES: [H]/N=c1/c(S(=O)(=O)c2ccc(F)cc2)cc2c(=O)n3ccccc3nc2n1CCOC
HOMO-LUMO gap (eV): 7.5722
Relative energy (zero: lowest compared OMol25 entry of this formula, charge and spin) (kcal/mol): 6.26
HOMO (Eh): -0.302

The geometry in XYZ format:
```
47
Properties=species:S:1:pos:R:3:forces:R:3:mulliken_charge:R:1
H 0.3491 3.9281 -1.2639 0.16 -0.19 0.07 0.290
N -0.2905 3.1644 -1.0845 -0.17 0.69 -0.22 -0.661
C 0.1808 2.0394 -0.7622 0.51 0.24 -0.13 -0.175
C -0.7564 0.9647 -0.5502 -0.89 -0.51 0.23 0.548
S -2.4817 1.4948 -0.5633 -0.16 -0.39 0.05 1.677
O -2.6807 2.4535 0.4854 0.05 -0.19 0.29 -0.715
O -2.8749 1.8231 -1.9031 0.02 -0.28 -0.14 -0.729
C -3.3563 -0.0137 -0.0930 0.43 0.57 -0.19 -0.760
C -3.8356 -0.8564 -1.0791 0.02 0.04 -0.05 0.065
C -4.5009 -2.0170 -0.7238 -0.05 -0.08 0.17 -0.765
C -4.6656 -2.2969 0.6229 0.07 0.12 -0.05 0.443
F -5.3115 -3.4237 0.9766 0.07 0.12 -0.04 -0.321
C -4.1958 -1.4569 1.6194 -0.06 -0.12 -0.09 -0.749
C -3.5324 -0.3003 1.2483 0.00 0.02 0.03 0.129
C -0.3747 -0.3069 -0.3532 -0.10 0.13 -0.04 0.059
C 1.0135 -0.6228 -0.3279 0.31 0.15 0.02 -0.325
C 1.4447 -1.9723 -0.1576 -0.41 0.30 -0.05 -0.136
O 0.7463 -2.9598 -0.0542 0.00 -0.06 0.01 -0.710
N 2.8766 -2.1204 -0.1100 0.28 0.46 -0.04 0.119
C 3.3767 -3.3747 0.0457 0.35 -0.78 0.09 -0.285
C 4.7110 -3.6087 0.1029 -0.34 -0.01 -0.01 -0.683
C 5.6029 -2.5186 -0.0005 -0.17 0.36 -0.05 -0.304
C 5.1092 -1.2606 -0.1540 0.25 -0.38 0.05 -0.777
C 3.7096 -1.0272 -0.2127 -0.12 -0.05 0.02 0.412
N 3.2720 0.1990 -0.3590 0.02 0.48 -0.09 -0.466
C 1.9486 0.4190 -0.4202 -0.04 -1.04 0.01 0.685
N 1.5454 1.7014 -0.5903 -0.20 0.03 -0.06 0.066
C 2.5463 2.7417 -0.4667 0.20 0.38 0.37 -1.196
C 3.0048 2.8830 1.0020 0.16 -0.05 -0.15 -0.495
O 1.9653 2.8755 1.9398 -0.04 -0.12 0.01 -0.350
C 1.1641 4.0386 1.9749 -0.07 0.04 0.02 -0.607
H -3.6897 -0.5815 -2.1116 -0.02 -0.04 -0.15 0.467
H -4.8896 -2.6974 -1.4646 -0.04 -0.06 -0.06 0.440
H -4.3539 -1.7127 2.6550 -0.02 -0.03 0.09 0.440
H -3.1579 0.3957 1.9818 0.02 0.04 0.16 0.472
H -1.0788 -1.1116 -0.2086 -0.09 -0.06 0.01 0.650
H 2.6217 -4.1452 0.1166 0.02 0.07 -0.01 0.445
H 5.0804 -4.6126 0.2258 -0.05 -0.11 0.01 0.409
H 6.6668 -2.6916 0.0436 0.11 0.03 0.00 0.418
H 5.7441 -0.3945 -0.2369 0.03 0.09 -0.01 0.458
H 3.4126 2.4807 -1.0773 -0.10 0.15 0.03 0.383
H 2.1257 3.6820 -0.8238 0.09 -0.19 -0.02 0.529
H 3.6237 2.0202 1.2584 0.00 0.19 -0.08 0.377
H 3.6080 3.7999 1.0888 -0.03 -0.08 -0.02 0.444
H 1.7854 4.9418 1.9703 0.00 0.01 0.02 0.321
H 0.4515 4.0772 1.1454 0.05 0.02 0.03 0.239
H 0.6051 3.9902 2.9072 -0.03 0.09 -0.03 0.224
```
Positions in Å, forces in eV/Å.

=====

Question: Look up the relative energy (zero: lowest compared OMol25 entry of this formula, charge and spin) of the first one.
Answer: 30.05 kcal/mol

=====

Question: Among the records above, which one has the lowest total energy?
Answer: C20H17BrN7O8P2Pd

=====

Question: Among the records above, which one has the highest total energy?
Answer: C20H17FN4O4S